7
Properties=species:S:1:pos:R:3:forces:R:3 method="wB97M-V/def2-TZVPD" lumo_ev="-0.828 / -0.862" total_charge=0 multiplicity=4 total_energy_ev=-31881.60509 s_squared=3.776
H 1.7270 -0.1243 -0.2616 -0.442 0.587 -0.907
C 0.8006 -0.5130 -0.6731 -0.966 -1.355 1.193
C -0.1071 -1.3483 -0.6738 0.787 0.465 0.899
H -0.5235 -2.2981 -0.3555 -0.060 0.269 -0.842
O -0.0468 2.0207 0.1405 -1.052 -0.908 1.221
O -0.6508 1.7845 1.5030 0.155 -0.214 -1.280
V -1.1994 0.4784 0.3205 1.577 1.156 -0.283

16
Properties=species:S:1:pos:R:3:forces:R:3 method="wB97M-V/def2-TZVPD" lumo_ev=0.519 total_charge=0 e_above_lowest_ev=0.426 total_energy_ev=-20035.81131 smiles="[H]/N=C(/C)N/C(N)=N/S"
H -0.0260 -2.0106 0.0721 0.859 -0.158 -0.378
N 0.9987 -1.8674 -0.0696 -1.740 -0.999 0.227
C 1.2038 -0.6350 -0.0821 2.719 0.308 0.467
C 2.6450 -0.1445 -0.1273 0.366 -0.285 0.011
N 0.3552 0.4271 -0.0162 -2.091 2.445 0.866
C -1.0559 0.4095 0.0319 1.040 -3.179 -0.047
N -1.5742 1.6384 -0.0204 -1.073 1.366 -0.472
N -1.6101 -0.7801 0.1003 -0.677 1.489 -0.253
S -3.3425 -0.8185 -0.2105 0.380 -0.507 1.714
H 2.8857 0.6100 0.6714 -0.189 -0.914 -0.528
H 3.2730 -1.0609 -0.0871 -0.228 0.897 0.240
H 2.8328 0.3502 -1.0819 0.026 0.048 -0.050
H 0.7264 1.3016 0.3997 -0.080 -1.081 -0.641
H -0.9865 2.2921 -0.5567 -1.047 -0.285 0.475
H -2.6103 1.6970 -0.0509 1.268 0.097 -0.146
H -3.7154 -1.4087 1.0271 0.468 0.757 -1.484

75
Properties=species:S:1:pos:R:3:forces:R:3 method="wB97M-V/def2-TZVPD" lumo_ev="-9.743 / -12.834" total_charge=+3 multiplicity=5 e_above_lowest_ev=0.000 total_energy_ev=-126068.51019 s_squared=6.035
Ir -0.5341 0.7984 1.0688 2.302 -1.065 -2.487
P 0.6927 -0.5262 2.4892 0.128 0.261 1.550
P -2.4757 -0.1603 1.1337 -3.097 -1.408 0.071
P -0.3582 2.5955 2.2302 1.082 2.667 2.358
H 1.9822 -0.9247 -1.3903 -0.035 0.431 -0.055
C 2.6186 -0.2687 -0.7842 -2.219 1.184 -0.402
C 3.9115 -0.9029 -0.6276 0.221 -0.086 0.722
H 3.9477 -1.9774 -0.7829 0.370 0.162 0.209
C 1.5560 -2.0729 2.0211 -0.101 -0.210 -0.606
C -0.3366 -1.1306 3.8764 0.223 0.144 0.038
C 2.1817 0.2691 3.2450 -0.251 0.093 0.043
C -3.5877 0.4754 -0.1856 0.409 0.136 0.035
C -2.4844 -1.9594 0.8058 0.069 -0.371 -0.027
C -3.4994 0.0669 2.6467 0.394 -0.059 -0.086
C 1.3212 3.2751 1.9294 -0.028 0.159 0.070
C -0.5562 2.5074 4.0532 -0.084 0.001 -0.188
C -1.4656 3.9717 1.7730 -0.177 -0.244 -0.381
H 2.6187 0.7560 -1.2448 0.303 -0.847 0.266
H 4.7496 -0.3690 -0.1980 0.079 -0.208 -0.171
H 2.5960 -1.8642 1.7414 -0.322 -0.002 -0.088
H 1.0714 -2.6147 1.1955 0.113 0.217 0.078
H 1.5547 -2.7427 2.8937 -0.062 0.307 -0.180
H -1.1143 -1.7991 3.5001 0.061 0.051 -0.038
H -0.8033 -0.3068 4.4179 0.022 -0.055 -0.082
H 0.2872 -1.6990 4.5740 -0.040 0.115 -0.088
H 2.8615 0.6150 2.4557 -0.217 -0.067 0.098
H 2.7224 -0.4788 3.8426 -0.266 0.098 -0.138
H 1.9266 1.1090 3.8972 0.096 -0.214 -0.170
H -4.4707 -0.1690 -0.3088 0.256 0.176 0.170
H -3.0168 0.5097 -1.1267 -0.357 -0.037 0.227
H -3.9008 1.4961 0.0699 -0.020 -0.234 -0.163
H -3.2508 -2.4693 1.4060 0.161 0.127 -0.164
H -1.5069 -2.4207 0.9984 -0.326 0.138 0.083
H -2.7167 -2.1059 -0.2567 0.036 0.019 0.212
H -4.4756 -0.4236 2.5122 0.321 0.143 -0.040
H -3.6613 1.1391 2.8178 0.032 -0.247 -0.019
H -2.9961 -0.3700 3.5179 -0.210 0.150 -0.177
H 1.2803 4.3692 1.9995 0.107 -0.184 -0.010
H 1.6337 2.9905 0.9157 0.009 0.204 0.221
H 2.0528 2.8933 2.6516 -0.245 0.146 -0.227
H -0.4326 3.5133 4.4793 -0.012 -0.254 -0.135
H 0.1732 1.8368 4.5212 -0.236 0.202 -0.136
H -1.5679 2.1527 4.2886 0.192 0.099 -0.014
H -1.4150 4.7673 2.5333 0.064 -0.332 -0.211
H -2.4943 3.6005 1.7014 0.069 0.206 0.044
H -1.1768 4.3678 0.7855 -0.083 -0.093 0.481
C -0.9480 3.8639 -3.0031 1.382 0.110 -0.090
C 0.4341 3.5842 -3.1162 0.340 -0.092 -0.573
C 1.1564 3.9304 -4.2468 -0.044 0.059 0.104
C 0.5503 4.6524 -5.2841 -0.109 -0.247 0.459
C -0.7865 5.0503 -5.1504 -0.231 -0.111 0.524
C -1.5249 4.6923 -4.0149 -0.311 -0.332 0.192
Se -1.6740 2.9940 -1.5121 -0.915 0.347 -0.246
H 1.9023 -0.0982 0.1152 1.167 -0.259 -0.403
H 0.9087 3.0554 -2.2934 0.051 0.010 -0.288
H 2.1973 3.6310 -4.3135 -0.084 0.161 -0.058
H 1.1252 4.9129 -6.1692 -0.168 -0.014 0.139
H -1.2492 5.6444 -5.9424 0.070 -0.177 0.398
H -2.5505 5.0376 -3.8977 0.157 -0.171 -0.148
C -0.7395 -6.1591 -1.0540 -0.344 -0.717 0.281
N 0.0491 -5.1110 -1.6805 -0.018 1.209 2.064
C 0.0843 -5.0157 -3.0320 1.148 0.948 -0.941
C 0.9228 -4.1037 -3.6042 -0.607 -0.543 0.081
C 1.7339 -3.3332 -2.7201 1.046 0.428 -1.435
N 1.6020 -3.3164 -1.3928 -1.759 -0.873 1.800
C 0.6513 -4.1402 -0.8615 1.831 -0.291 -5.604
O 0.2653 -4.0668 0.3322 -0.455 -0.285 1.865
N 2.7105 -2.5811 -3.2736 -0.753 -0.243 0.733
H -0.0928 -6.9952 -0.7619 -0.138 0.175 -0.100
H -1.4684 -6.5033 -1.7934 0.005 -0.007 0.419
H -1.2290 -5.7655 -0.1627 -0.189 -0.126 -0.148
H -0.5711 -5.6969 -3.5827 0.359 0.197 0.213
H 1.0211 -3.9544 -4.6808 -0.216 -0.248 0.393
H 2.8442 -2.6182 -4.2761 0.118 0.129 0.261
H 3.2330 -1.9099 -2.7100 -0.065 -0.452 -0.384

13
Properties=species:S:1:pos:R:3:forces:R:3 method="wB97M-V/def2-TZVPD" lumo_ev="0.022 / 0.024" total_charge=0 e_above_lowest_ev=3.024 total_energy_ev=-7796.61994
C -0.4222 -1.0837 -1.2001 -0.041 -0.094 -0.099
N -0.1770 -0.4042 0.0789 0.278 -0.034 0.190
C 0.7257 -0.8712 0.9069 -0.082 0.060 -0.107
C -0.7230 0.8334 0.2974 -0.024 0.150 -0.038
C 0.1867 1.8826 0.6410 -0.088 0.048 0.058
O -0.0809 3.0431 0.9062 0.020 -0.266 -0.026
H -0.3746 -2.1674 -1.0777 -0.018 0.145 0.032
H 0.3389 -0.7514 -1.9117 -0.150 -0.036 0.065
H -1.4042 -0.7870 -1.5707 0.129 -0.041 0.102
H 0.7401 -0.4804 1.9143 0.091 0.013 -0.174
H 1.4284 -1.6270 0.5765 -0.175 0.012 0.006
H -1.7439 1.0181 -0.0122 0.164 -0.032 -0.121
H 1.2531 1.5428 0.5498 -0.104 0.074 0.113

83
Properties=species:S:1:pos:R:3:forces:R:3 method="wB97M-V/def2-TZVPD" lumo_ev="-0.518 / -3.416" total_charge=0 multiplicity=6 total_energy_ev=-63700.74535 s_squared=8.760
Pd 2.2089 0.8314 -2.6216 -0.838 1.349 1.073
Pd -0.7246 -0.4960 0.2247 -1.487 0.023 0.325
B 1.6312 3.0791 -2.7330 -0.989 1.083 -0.818
H 2.6404 2.7208 -2.8649 5.308 -2.734 -0.299
H 0.9615 2.3527 -2.2994 -2.930 -3.730 2.185
H 1.7301 3.9724 -2.1359 0.174 2.757 2.125
H 1.3288 3.2238 -3.7586 -1.200 0.749 -3.669
C 1.4712 -1.1829 -1.0806 -3.207 -1.397 0.299
O 1.2348 -0.0039 -0.8089 0.746 5.742 1.374
O 2.1932 -1.3310 -2.0623 3.257 -1.213 -4.306
O 0.7154 -2.0317 -0.5776 0.264 -1.476 0.928
C -5.1499 7.6883 2.2441 0.601 0.415 0.379
O -3.7458 7.8750 2.5767 -1.059 -0.460 -0.317
C -2.8108 7.3554 1.6226 -0.002 -0.860 0.174
C -3.1156 5.8735 1.1471 -1.265 1.891 -0.633
N -1.9995 5.0959 0.7296 1.433 -0.073 1.797
C -1.1480 4.8465 1.9242 1.704 -0.282 -1.735
C -0.0921 3.8071 1.4577 0.411 0.610 0.543
O 0.9498 4.4070 0.7086 -0.752 1.186 -1.131
C 2.1490 3.6906 0.5582 -0.576 0.173 0.972
H -5.4128 6.6313 2.2030 -0.023 0.064 -0.114
H -5.5053 8.2190 1.3609 0.636 -0.198 -0.695
H -5.7736 8.1803 2.9905 0.478 -0.237 0.615
H -1.8252 7.3703 2.0879 -0.217 0.196 0.296
H -2.7530 8.0603 0.7932 -0.103 -0.228 -0.405
H -3.7288 6.0497 0.2633 -0.504 -0.478 0.041
H -3.6871 5.3476 1.9118 -0.294 0.171 0.330
H -2.2919 4.1536 0.5133 -0.517 0.049 -0.646
H -1.6619 4.4678 2.8077 -0.425 -0.177 0.033
H -0.6463 5.7724 2.2055 0.104 -0.123 0.043
H -0.6301 3.0762 0.8540 0.191 -0.495 -0.003
H 0.3817 3.3364 2.3192 -0.197 -0.392 0.280
H 2.8471 4.1908 -0.1131 -0.362 0.320 0.044
H 1.9818 2.6886 0.1630 -0.030 -0.146 0.123
H 2.5414 3.7027 1.5750 0.784 -0.759 0.017
C 1.3955 0.3923 2.5034 0.387 1.102 -2.599
O 0.2719 0.4407 2.0380 -1.291 -0.129 -0.725
N 1.6465 0.1042 3.7176 1.032 -1.411 4.944
N 2.5361 0.7421 1.8628 0.269 0.028 -1.386
H 0.9520 -0.2220 4.3744 0.186 0.115 -0.279
H 2.6342 0.0355 3.9172 -0.556 -0.222 0.889
H 3.4147 0.5671 2.3292 -0.094 0.083 -0.620
H 2.4785 0.7647 0.8547 0.252 0.051 0.153
C 0.7590 -5.6711 1.0528 0.281 -2.226 -1.596
O -0.1168 -5.6444 1.8378 -3.325 -0.495 4.260
N 1.3928 -6.7359 0.5719 0.965 -2.469 0.125
N 1.0825 -4.6559 0.3582 0.945 4.795 -2.028
H 2.0272 -6.5058 -0.1795 0.065 -1.379 0.427
H 1.2060 -7.6504 0.9578 0.416 0.181 -0.428
H 0.5585 -3.8257 0.5955 0.504 0.390 -0.649
H 1.6829 -4.7788 -0.4446 -0.612 1.097 0.578
C -2.4427 -2.8530 -1.6393 2.962 0.209 0.124
O -2.0795 -1.7427 -1.2730 -0.645 1.119 0.162
N -1.5698 -3.8254 -1.8324 2.413 -0.980 0.392
N -3.6265 -3.2143 -1.9614 -4.837 0.129 -0.636
H -0.6751 -3.5706 -1.4391 0.289 -0.708 -0.257
H -1.7991 -4.7545 -2.1555 0.323 0.303 0.273
H -3.8079 -4.1624 -2.2585 -0.400 0.517 0.157
H -4.3381 -2.5136 -1.8108 -0.297 -0.519 -0.303
C 4.5928 -3.4541 -1.1116 0.795 -1.228 -0.353
O 5.4827 -4.1899 -0.7679 1.283 -0.984 0.859
N 4.7135 -2.1965 -1.4015 2.742 4.102 0.053
N 3.3792 -3.8133 -1.3973 -3.558 -2.779 -0.275
H 3.9527 -1.6472 -1.7751 0.568 0.014 0.120
H 5.6742 -1.9055 -1.2897 -0.354 0.741 -0.242
H 3.1780 -4.7957 -1.2763 -0.019 0.445 -0.319
H 2.7036 -3.0940 -1.6123 -0.259 -0.793 -0.074
C 1.2252 -3.9220 -4.8238 -3.905 -2.687 -3.028
O 1.0928 -4.8376 -5.6125 1.065 -1.453 -0.950
N 2.2602 -3.3132 -4.4606 6.672 2.443 1.839
N 0.1402 -3.3670 -4.3512 -3.414 1.861 1.952
H 2.1888 -2.5276 -3.8298 0.293 -0.227 -0.110
H 3.1753 -3.7031 -4.6356 -0.214 0.070 0.055
H -0.7356 -3.4948 -4.8377 0.286 -0.062 0.432
H 0.2339 -2.7255 -3.5768 -0.700 0.068 -0.279
C -2.2362 -2.4859 2.1986 0.051 -0.581 1.274
O -1.3194 -2.2118 1.4474 1.276 -0.107 -1.101
N -3.1859 -1.6975 2.6001 -2.050 4.322 -0.752
N -2.3664 -3.5960 2.8657 0.819 -3.473 0.705
H -3.1775 -0.8215 2.0974 -0.607 0.433 0.313
H -3.9324 -1.9612 3.2272 0.278 0.314 -0.443
H -1.7167 -4.3477 2.6840 -0.067 -0.422 0.247
H -3.1701 -3.6324 3.4763 0.669 -0.917 -0.124

17
Properties=species:S:1:pos:R:3:forces:R:3 method="wB97M-V/def2-TZVPD" lumo_ev=-3.143 total_charge=+1 e_above_lowest_ev=2.769 total_energy_ev=-7863.57876 smiles="C=C1C[C@@]2(C)[NH2+][C@@H]12"
C -0.4568 -2.1061 -1.8025 0.076 1.223 0.976
C -0.2217 -1.0461 -1.0629 -0.322 1.652 3.306
C 0.2081 0.4405 -1.1239 1.401 -1.192 0.900
C 0.1343 0.6155 0.3817 1.823 -2.001 0.930
C 1.2052 1.3897 1.1578 1.521 -0.451 1.549
N -1.2763 0.3199 0.8761 3.606 0.857 1.874
C -0.3398 -0.8162 0.7207 0.387 1.631 -4.744
H -1.0077 -2.8208 -1.2352 0.120 -1.297 -0.372
H -0.1681 -2.1335 -2.8380 -0.339 -0.254 -0.259
H 1.2623 0.6095 -1.4862 -1.260 -0.030 0.154
H -0.5064 1.1248 -1.4908 -0.573 0.620 -1.564
H 2.1350 0.6715 1.4092 -2.029 1.453 -1.185
H 0.9232 1.6304 2.2171 -0.209 0.081 -0.980
H 1.6057 2.3370 0.6670 -0.807 -1.368 0.485
H -1.9615 0.3954 0.2248 -3.037 0.574 -1.938
H -1.3472 0.7590 1.7948 -0.749 -0.386 -0.166
H -0.1883 -1.3706 1.5903 0.390 -1.113 1.034